Entry from the OMol25 dataset: a structure of composition C4H8S (ωB97M-V with the def2-TZVPD basis set).

Geometry (Å):
C1 1.44 -1.31 0.29
C2 0.86 0.07 0.16
C3 1.76 0.94 -0.49
C4 -0.42 0.86 0.61
H1 2.46 -0.99 -0.04
H2 1.00 -1.92 -0.76
H3 0.81 -1.68 1.36
H4 1.68 2.10 -0.34
H5 2.70 0.01 -0.87
H6 -0.95 0.95 1.58
H7 -0.19 2.01 0.27
H8 -1.38 -0.40 -1.66
S1 -1.75 -0.22 -0.19

Properties
* HOMO energy: -8.7 eV
* multiplicity: 1
* energy relative to the best compared isomer or geometry (same formula, charge and spin): 126.7 kcal per mole
* Kohn-Sham gap: 9.46 eV

The computed natural (NBO) charges, all in e, follow: -0.666 -0.036 -0.429 -0.525 0.232 0.218 0.265 0.231 0.173 0.243 0.230 0.154 -0.087


Entry from the OMol25 dataset: a cluster of 2 separate species, C3H3BrO2 in total (ωB97M-V with the def2-TZVPD basis set).

Geometry (Å):
C1 -0.29 0.67 -1.11
C2 -0.42 -1.34 1.01
C3 0.40 0.77 0.14
O1 -1.41 1.12 -1.30
O2 -1.35 -2.02 1.30
Br1 2.15 0.51 0.35
H1 0.27 0.38 -2.08
H2 0.67 -1.43 0.79
H3 -0.03 1.34 0.88

Properties
* HOMO energy (alpha / beta): -8.8 / -8.6 eV
* multiplicity: 1
* energy relative to the best compared isomer or geometry (same formula, charge and spin): 78.7 kcal per mole
* Kohn-Sham gap (alpha / beta): 8.09 / 7.38 eV

The computed natural (NBO) charges, all in e, follow: 0.302 0.498 -0.510 -0.541 -0.417 0.160 0.122 0.161 0.225


Entry from the OMol25 dataset: the molecule C2H6N2O3 (ωB97M-V with the def2-TZVPD basis set).

Geometry (Å):
O1 0.47 2.17 -0.29
C1 0.02 1.41 0.53
O2 0.27 1.54 1.87
N1 -0.94 0.39 0.43
N2 -1.01 -0.40 -0.72
C2 -0.02 -1.47 -0.77
O3 1.30 -1.09 -0.39
H1 0.98 2.06 2.12
H2 -1.06 -0.16 1.33
H3 -1.10 0.00 -1.57
H4 -0.32 -2.11 0.06
H5 -0.16 -2.00 -1.66
H6 1.58 -0.32 -0.94

Properties
* HOMO energy: -9.5 eV
* structure (SMILES): O=C(O)NNCO
* multiplicity: 1
* energy relative to the best compared isomer or geometry (same formula, charge and spin): 54.9 kcal per mole
* Kohn-Sham gap: 10.18 eV

The computed natural (NBO) charges, all in e, follow: -0.621 0.880 -0.722 -0.488 -0.468 0.072 -0.726 0.499 0.405 0.369 0.156 0.171 0.473


Entry from the OMol25 dataset: a structure of composition C29H52F6N9O7S2 (ωB97M-V with the def2-TZVPD basis set).

Geometry (Å):
C1 -1.02 -5.44 -3.17
C2 0.03 -4.40 -3.57
O1 1.14 -4.66 -4.00
N1 -0.54 -2.94 -3.58
H1 -0.30 -2.51 -4.47
H2 -1.55 -2.96 -3.53
C3 0.04 -2.12 -2.44
H3 -1.48 -5.20 -2.21
H4 -0.69 -6.47 -3.06
H5 -1.71 -5.60 -4.00
H6 1.12 -2.02 -2.51
H7 -0.17 -2.53 -1.45
H8 -0.45 -1.15 -2.54
C4 3.85 4.27 0.73
C5 2.84 4.91 -0.30
N2 1.64 4.15 -0.39
C6 0.40 4.51 -0.08
C7 -0.55 3.50 -0.29
N3 0.23 2.34 -0.58
C8 1.52 2.77 -0.68
C9 -0.23 1.01 -0.78
H9 3.30 4.33 1.67
H10 4.78 4.83 0.82
H11 4.02 3.25 0.41
H12 3.37 4.96 -1.25
H13 2.44 5.90 -0.09
H14 0.11 5.50 0.26
H15 -1.62 3.42 -0.37
H16 2.33 2.11 -0.95
H17 -0.60 0.95 -1.80
H18 -0.94 0.73 0.00
H19 0.55 0.27 -0.59
C10 -0.37 5.49 4.59
C11 -1.17 4.66 3.52
N4 -0.35 3.59 2.87
C12 0.88 3.80 2.21
C13 1.32 2.53 1.78
N5 0.34 1.63 2.08
C14 -0.62 2.21 2.92
C15 0.27 0.19 1.71
H20 -1.09 6.19 5.00
H21 0.48 6.07 4.21
H22 0.10 4.99 5.44
H23 -1.61 5.21 2.69
H24 -1.97 4.15 4.07
H25 1.29 4.80 2.17
H26 2.14 2.21 1.15
H27 -1.36 1.69 3.51
H28 -0.72 0.14 1.25
H29 0.18 -0.51 2.54
H30 1.05 -0.06 0.99
C16 -1.45 2.30 -2.75
C17 -2.58 1.53 -3.57
N6 -3.45 0.63 -2.84
C18 -4.52 1.07 -2.15
C19 -4.86 0.00 -1.24
N7 -4.00 -1.08 -1.47
C20 -3.13 -0.66 -2.42
C21 -3.96 -2.32 -0.69
H31 -1.99 3.10 -2.25
H32 -0.67 2.72 -3.39
H33 -0.82 1.67 -2.12
H34 -2.01 0.96 -4.30
H35 -3.17 2.26 -4.11
H36 -5.02 1.99 -2.42
H37 -5.70 -0.03 -0.56
H38 -2.26 -1.18 -2.78
H39 -3.95 -2.08 0.38
H40 -2.98 -2.65 -1.03
H41 -4.82 -2.94 -0.93
C22 2.79 -2.20 -1.11
C23 3.95 -1.55 -0.44
N8 3.84 -1.73 1.03
C24 4.25 -2.72 1.92
C25 3.53 -2.53 3.11
N9 2.65 -1.59 3.01
C26 2.85 -1.06 1.76
C27 1.62 -1.20 3.91
H42 2.67 -3.20 -0.71
H43 3.00 -2.21 -2.18
H44 1.81 -1.73 -1.12
H45 3.74 -0.50 -0.65
H46 4.87 -1.98 -0.83
H47 4.94 -3.45 1.52
H48 3.60 -3.10 4.02
H49 2.14 -0.31 1.46
H50 0.98 -0.46 3.43
H51 2.17 -0.80 4.77
H52 0.99 -1.97 4.35
C28 -2.29 -4.68 -0.13
F1 -3.35 -4.46 0.53
F2 -2.16 -5.89 -0.61
F3 -2.24 -3.81 -1.10
S1 -0.77 -4.23 1.04
O2 0.41 -3.76 0.26
O3 -1.22 -3.37 2.16
O4 -0.43 -5.50 1.63
C29 0.42 -1.39 0.27
F4 0.94 -2.40 -0.44
F5 0.54 -1.47 1.61
F6 1.14 -0.29 -0.04
S2 -1.40 -1.19 -0.37
O5 -1.38 -1.22 -1.82
O6 -2.17 -2.23 0.33
O7 -1.74 0.17 0.12

Properties
* HOMO energy: -14.7 eV
* multiplicity: 1
* charge: +3
* Kohn-Sham gap: 7.13 eV

These are the Löwdin partial charges, in e, on atoms 1 to 99: 0.045 -0.279 0.179 0.178 0.185 0.154 -0.061 0.049 0.119 0.117 0.103 0.079 0.023 -0.013 -0.131 -0.070 -0.076 0.049 -0.034 -0.006 -0.117 0.055 0.101 0.071 0.138 0.139 0.155 0.137 0.165 0.057 -0.201 -0.131 -0.043 -0.117 -0.037 -0.022 -0.042 0.012 0.102 -0.143 0.088 0.069 0.086 0.125 0.124 0.132 0.106 0.171 0.086 0.107 -0.092 -0.043 -0.114 -0.039 0.016 0.045 -0.033 -0.035 -0.020 0.077 0.110 -0.046 0.124 0.136 0.140 0.136 0.083 0.133 0.021 0.139 -0.078 -0.107 0.022 0.071 -0.015 -0.057 0.007 0.039 0.133 0.113 0.006 0.124 0.149 0.149 0.162 0.113 0.060 0.133 0.143 -0.695 0.242 0.195 0.019 0.617 -0.276 -0.321 -0.296 -0.384 -0.235


Entry from the OMol25 dataset: a cluster of 2 separate species, C3H10NO2 in total (ωB97M-V with the def2-TZVPD basis set).

Geometry (Å):
C1 -0.61 1.06 -0.05
O1 0.40 1.06 0.92
C2 -0.59 0.05 -1.22
C3 -0.98 -1.38 -0.84
N1 0.76 0.04 -1.98
H1 -1.65 0.86 0.38
H2 -0.63 2.07 -0.43
H3 -1.40 0.18 -1.89
H4 -0.12 -1.99 -0.62
H5 -1.52 -1.91 -1.56
H6 -1.57 -1.41 0.02
H7 1.43 0.51 -1.31
H8 0.60 0.53 -2.88
H9 0.75 0.05 2.06
H10 0.16 -0.61 3.21
O2 1.07 -0.68 2.77

Properties
* HOMO energy (alpha / beta): -9.9 / -9.9 eV
* <S²>: 0.755
* multiplicity: 2
* energy relative to the best compared isomer or geometry (same formula, charge and spin): 27.6 kcal per mole
* Kohn-Sham gap (alpha / beta): 10.55 / 7.02 eV

The computed natural (NBO) charges, all in e, follow: -0.158 -0.275 -0.070 -0.618 -0.837 0.247 0.178 0.209 0.229 0.211 0.200 0.369 0.369 0.469 0.443 -0.966


Entry from the OMol25 dataset: the ion C6H8N with charge +1 (ωB97M-V with the def2-TZVPD basis set).

Geometry (Å):
C1 -0.37 -1.22 -1.62
C2 -0.90 -1.06 -0.41
C3 -0.95 0.27 0.38
C4 0.29 0.44 1.32
C5 1.63 0.74 0.74
C6 1.48 2.08 0.45
N1 0.76 1.87 1.49
H1 -0.34 -2.22 -2.18
H2 0.19 -0.50 -2.14
H3 -1.44 -1.78 0.20
H4 -1.82 0.16 1.15
H5 -1.26 1.18 -0.25
H6 0.30 -0.30 2.19
H7 2.59 0.49 1.14
H8 2.08 2.79 -0.14

Properties
* HOMO energy: -14.0 eV
* structure (SMILES): C=CC[C@H]1[C@H]2C=[N+]21
* multiplicity: 1
* charge: +1
* energy relative to the best compared isomer or geometry (same formula, charge and spin): 148.9 kcal per mole
* Kohn-Sham gap: 8.49 eV

The computed natural (NBO) charges, all in e, follow: -0.337 -0.220 -0.461 -0.026 -0.015 0.193 -0.132 0.237 0.195 0.224 0.252 0.255 0.284 0.249 0.302


How do the records compare in strongest force on any atom? In the order shown, they have 0.1081, 0.0594, 0.0779, 0.3761, 0.0850, 0.0621 hartree/bohr.